DFT (the ωB97M-V functional and the def2-TZVPD basis) results for a 2-piece molecular cluster, C4H9N2 overall in a non-equilibrium geometry.

Charge   +1
F_max   4.57 eV Å⁻¹
E   -7261.67397 eV
ΔE to the lowest compared entry with this formula, charge and spin   624.0 kJ/mol

Cartesian coordinates (Å):
C: -0.443 1.066 -0.240
H: 2.533 0.141 -1.529
H: 2.157 0.422 1.339
H: 0.874 -0.825 0.901
C: 2.543 -0.543 -0.570
N: -3.503 -0.195 0.221
H: -4.256 -0.439 0.894
H: 2.454 -1.556 -0.731
H: 3.551 -0.401 -0.226
H: -0.956 1.815 -0.794
N: 0.743 0.995 0.037
C: -2.368 -0.751 0.531
H: -3.577 0.586 -0.383
H: -1.396 -0.289 0.018
C: 1.644 -0.026 0.535

In elementary charge units, the Mulliken charges are:
1. C 0.0390
2. H 0.3094
3. H 0.3212
4. H 0.2704
5. C -0.9945
6. N -0.1765
7. H 0.3263
8. H 0.3360
9. H 0.3056
10. H 0.4097
11. N -0.1226
12. C -0.1751
13. H 0.2416
14. H 0.1267
15. C -0.2170

---

DFT (the ωB97M-V functional and the def2-TZVPD basis) results for a 12-piece molecular cluster, C14H52N4O12 overall in a non-equilibrium geometry.

SMILES   NC(N)=O.NC(N)=O.CCO.CCO.CO.CO.CO.CO.CO.CO.CO.CO
F_max   9.28 eV Å⁻¹
E   -45885.68159 eV
ΔE to the lowest compared entry with this formula, charge and spin   712.9 kJ/mol

Cartesian coordinates (Å):
C: 3.308 -3.716 -1.421
C: 1.108 3.078 1.033
C: -0.619 0.360 -0.911
N: -1.657 -3.983 2.243
H: 1.297 -1.187 1.970
C: 0.482 0.960 -1.683
H: 4.361 -3.958 -1.505
H: 5.854 1.009 1.682
O: 6.058 0.672 0.759
H: -4.141 -2.096 2.816
H: -1.403 0.085 -1.540
O: 1.638 0.703 -0.940
H: -4.463 -2.643 -0.488
H: 2.929 3.529 0.883
H: 0.900 4.142 1.175
H: 0.209 2.693 0.555
H: 2.265 -2.113 -2.504
H: -0.858 -3.178 -0.545
O: 2.333 2.944 0.373
H: -4.107 0.998 -2.770
C: -2.495 3.512 -0.037
H: 3.838 -1.599 -1.711
O: -1.566 3.594 -1.096
N: -4.378 -1.583 -0.238
H: -4.068 -0.962 -4.210
H: -0.329 -0.383 -0.199
H: 0.776 -2.786 0.581
H: 4.804 0.888 -0.880
H: 1.778 6.986 -0.261
H: -1.022 1.132 1.930
C: -4.321 -1.256 1.029
O: 2.086 -1.932 -0.585
C: -0.763 -3.143 -2.487
C: 4.772 0.403 0.097
H: -3.347 2.850 -0.258
H: 2.781 -4.401 -2.045
C: -0.895 -3.065 1.618
H: -1.166 4.419 -1.031
C: 1.964 -0.389 2.436
H: -2.310 -0.483 2.713
H: -0.827 1.751 3.526
H: -2.429 -3.481 2.781
O: -4.091 0.076 1.499
H: 3.713 -0.285 3.054
H: -3.735 -1.803 -2.725
H: 1.010 4.435 -1.254
N: 0.145 -3.452 1.008
H: -4.097 -0.864 -0.866
O: 3.087 -0.981 2.827
C: 2.971 -2.244 -1.650
H: -0.414 -2.110 -2.584
H: -2.338 1.885 2.688
H: 3.013 -4.050 -0.409
H: 4.729 -0.650 0.048
C: 1.961 6.132 -0.898
H: -4.610 -3.125 1.543
H: 2.157 0.343 1.690
H: 2.176 6.399 -1.933
H: -1.453 -3.308 -3.371
H: 1.414 0.061 3.335
H: 0.017 -3.821 -2.599
H: 4.040 0.876 0.734
H: 2.789 5.617 -0.482
O: 0.769 5.359 -1.142
H: 1.906 1.517 -0.514
N: -4.493 -2.204 1.864
H: 0.397 2.040 -1.796
O: -1.175 -1.762 1.714
H: -2.393 -0.720 -3.359
H: -2.890 4.419 0.402
H: 1.196 2.591 2.028
O: -4.104 0.118 -2.396
H: 0.578 -4.385 1.232
H: -1.526 -5.006 2.452
H: 1.980 -1.001 -0.583
H: -1.172 1.045 -0.373
O: -1.459 -3.351 -1.290
H: -2.036 2.980 0.786
C: -3.557 -0.861 -3.280
C: -1.494 1.211 2.862
O: -1.958 0.030 3.496
H: 0.569 0.482 -2.612

In elementary charge units, the Mulliken charges are:
1. C -1.3012
2. C -0.5233
3. C 0.9670
4. N -0.4459
5. H -0.3431
6. C -0.7040
7. H 0.3761
8. H 0.3067
9. O -0.6305
10. H 0.3130
11. H -0.3366
12. O -0.6036
13. H 0.1937
14. H 0.3688
15. H 0.4853
16. H -0.1095
17. H 0.3034
18. H 0.4476
19. O -0.7914
20. H 0.2990
21. C -0.4526
22. H 0.3710
23. O -0.3678
24. N -0.2224
25. H 0.4348
26. H 0.0045
27. H -0.0924
28. H 0.3020
29. H 0.2558
30. H -0.4429
31. C 0.6556
32. O -0.1102
33. C -0.5894
34. C 0.2472
35. H 0.2075
36. H 0.3390
37. C 0.2200
38. H 0.3582
39. C 1.0320
40. H 0.1441
41. H 0.3708
42. H 0.2239
43. O -0.6889
44. H 0.3132
45. H 0.1187
46. H 0.2950
47. N -0.0479
48. H 0.1362
49. O -0.5596
50. C -0.1574
51. H -0.0248
52. H 0.4404
53. H 0.2524
54. H 0.0839
55. C -0.6851
56. H 0.1864
57. H -0.7945
58. H 0.3057
59. H 0.2868
60. H 0.3396
61. H 0.3894
62. H -0.3328
63. H 0.2385
64. O -0.4764
65. H 0.1727
66. N -0.4029
67. H 0.2573
68. O 0.2292
69. H 0.0887
70. H 0.4155
71. H 0.3972
72. O -0.6548
73. H 0.2127
74. H 0.1906
75. H -0.0153
76. H -0.3582
77. O -0.5845
78. H -0.0373
79. C -0.4742
80. C -0.1246
81. O -0.5919
82. H 0.5006

---

DFT (the ωB97M-V functional and the def2-TZVPD basis) results for one molecule with the formula C22H26ClFN2O3.

SMILES   COCCNC(=O)c1cccc(OC2CCN(Cc3ccc(Cl)c(F)c3)CC2)c1
F_max   0.55 eV Å⁻¹
E   -47598.64985 eV
ΔE to the lowest compared entry with this formula, charge and spin   19.1 kJ/mol

Cartesian coordinates (Å):
H: -2.784 -0.593 -0.292
C: -4.145 -3.769 -0.257
H: 6.772 -3.171 0.424
C: 6.611 -2.106 0.363
H: 4.085 0.928 2.132
H: 2.834 2.744 1.738
C: -4.318 2.434 -0.294
N: -5.328 -0.914 0.536
H: 1.661 -0.595 -0.383
C: -1.924 2.659 -0.377
O: -6.468 0.563 -0.735
H: 6.052 1.696 0.123
H: -3.757 -3.217 0.608
C: -3.189 3.224 -0.354
F: 8.354 0.880 -0.708
C: 1.658 0.289 -1.022
H: 2.457 3.246 0.084
H: 3.791 0.219 -1.391
H: -4.450 -1.134 0.977
C: 2.492 2.388 0.764
H: 4.640 -2.197 1.167
C: -1.783 1.275 -0.351
H: 0.392 2.544 1.268
H: -7.366 -3.408 -0.512
C: -6.417 -1.855 0.642
C: -5.434 0.225 -0.191
H: 1.087 0.956 1.589
C: 5.197 -0.182 0.705
C: 3.906 0.440 1.168
C: 6.204 0.632 0.200
C: 3.047 0.940 -1.049
C: 7.394 0.074 -0.220
C: -2.927 0.477 -0.279
H: -7.338 -1.283 0.501
N: 3.472 1.464 0.235
H: 3.160 -0.353 1.331
H: 0.543 2.120 -1.187
C: 1.083 1.792 0.887
C: -4.189 1.049 -0.242
C: 5.413 -1.551 0.779
Cl: 9.112 -1.975 -0.670
C: 7.615 -1.297 -0.143
H: -6.109 -2.505 -1.396
O: -5.519 -4.038 -0.137
O: -0.611 0.589 -0.401
H: -1.064 3.308 -0.428
H: 3.036 1.778 -1.754
C: 0.627 1.280 -0.482
H: -6.414 -2.310 1.634
H: -3.645 -4.736 -0.304
H: -3.927 -3.204 -1.171
C: -6.374 -2.959 -0.431
H: -3.284 4.299 -0.385
H: 1.375 -0.027 -2.026
H: -5.307 2.866 -0.286

In elementary charge units, the Mulliken charges are:
1. H 0.5232
2. C -0.6120
3. H 0.4135
4. C -0.5937
5. H 0.4599
6. H 0.4791
7. C -0.8614
8. N -0.1696
9. H 0.2327
10. C -0.4699
11. O -0.6547
12. H 0.4547
13. H 0.1916
14. C -0.8449
15. F -0.3365
16. C -0.6221
17. H 0.4332
18. H 0.4785
19. H 0.2351
20. C -1.2011
21. H 0.3900
22. C 0.5593
23. H 0.5479
24. H 0.3121
25. C -0.7818
26. C 0.1677
27. H 0.2275
28. C 0.2157
29. C -0.6325
30. C -0.3720
31. C -1.0552
32. C 0.2794
33. C -0.5870
34. H 0.4370
35. N 0.0777
36. H 0.2783
37. H 0.2330
38. C -0.5103
39. C 1.0055
40. C -0.5819
41. Cl -0.1969
42. C 0.2527
43. H 0.3488
44. O -0.4001
45. O -0.4530
46. H 0.3656
47. H 0.4011
48. C 0.1205
49. H 0.3799
50. H 0.3093
51. H 0.2890
52. C -0.4324
53. H 0.3876
54. H 0.4122
55. H 0.4697

---

DFT (the ωB97M-V functional and the def2-TZVPD basis) results for C24H28Cl3N5O5V as an isolated structure in a non-equilibrium geometry.

<S²>   0.770
F_max   4.01 eV Å⁻¹
E   -106280.93755 eV
Spin multiplicity   2
ΔE to the lowest compared entry with this formula, charge and spin   0.0 kJ/mol

Cartesian coordinates (Å):
C: -23.411 17.554 17.862
C: -17.567 13.294 11.701
C: -24.230 12.115 11.467
H: -17.280 12.349 11.265
C: -18.066 15.785 12.703
H: -25.560 15.035 18.219
H: -14.843 17.516 16.543
H: -16.690 15.753 18.431
H: -16.751 18.314 17.772
H: -21.302 15.199 19.987
H: -17.135 15.862 20.833
H: -18.328 16.401 10.655
C: -24.301 17.453 20.040
H: -22.889 18.051 17.047
Cl: -25.144 18.154 14.539
Cl: -24.655 20.375 12.870
Cl: -24.546 20.699 15.749
C: -24.208 16.526 17.446
C: -17.885 14.326 10.817
H: -17.150 12.832 13.713
H: -24.621 17.874 20.986
H: -25.799 11.929 12.887
C: -22.609 13.713 12.115
C: -24.976 15.921 18.437
O: -21.406 16.209 15.258
C: -15.788 17.500 15.980
C: -23.025 12.752 11.216
H: -24.263 16.155 16.435
O: -20.940 18.251 14.864
H: -16.478 17.903 14.026
C: -19.272 15.565 20.602
H: -19.452 15.506 21.667
C: -20.267 15.256 19.685
N: -20.585 17.103 15.092
C: -24.161 19.640 14.402
H: -18.058 14.151 9.764
N: -24.997 16.354 19.705
V: -18.128 15.051 15.798
N: -18.674 15.438 17.902
H: -23.114 19.354 14.419
C: -17.694 15.599 18.808
C: -19.927 15.309 18.344
H: -24.492 11.244 10.881
C: -16.802 18.406 16.684
C: -24.910 12.482 12.599
O: -19.322 14.081 15.656
H: -16.579 19.420 16.347
H: -22.360 12.385 10.445
C: -23.478 18.100 19.115
C: -18.140 15.591 11.346
H: -17.845 18.137 16.508
C: -17.496 13.609 13.039
H: -21.692 14.276 11.993
C: -17.959 15.681 20.158
C: -23.476 14.165 13.129
H: -20.656 15.211 17.546
O: -19.334 16.833 15.122
O: -16.206 16.150 16.072
N: -24.630 13.534 13.370
H: -23.221 15.083 13.642
H: -23.021 19.038 19.402
N: -17.830 14.783 13.568
H: -18.101 16.753 13.181
C: -15.511 17.893 14.554
H: -14.898 17.185 14.003
H: -15.257 18.951 14.455

In elementary charge units, the Mulliken charges are:
1. C 0.3289
2. C -0.8367
3. C -0.3797
4. H 0.4284
5. C -0.2450
6. H 0.4066
7. H 0.2130
8. H 0.5574
9. H 0.2886
10. H 0.4296
11. H 0.3962
12. H 0.4037
13. C -0.2725
14. H 0.3489
15. Cl -0.1353
16. Cl -0.1451
17. Cl -0.1326
18. C -0.0830
19. C -0.0474
20. H 0.3405
21. H 0.4271
22. H 0.3480
23. C -0.5052
24. C -0.6139
25. O -0.5213
26. C 0.6339
27. C -0.3446
28. H 0.4480
29. O -0.6351
30. H 0.1333
31. C -0.2638
32. H 0.3904
33. C -0.7708
34. N 0.7267
35. C 0.5191
36. H 0.4115
37. N -0.6256
38. V 1.0918
39. N 0.1556
40. H -0.0817
41. C -0.1916
42. C -0.1519
43. H 0.3523
44. C -0.9935
45. C -0.1834
46. O -0.5304
47. H 0.3961
48. H 0.3671
49. C -0.8017
50. C -1.1902
51. H 0.0295
52. C -0.0568
53. H 0.4079
54. C -0.7525
55. C -0.0244
56. H 0.4860
57. O -0.0947
58. O -0.8281
59. N -0.4809
60. H 0.4372
61. H 0.4216
62. N 0.4155
63. H 0.6191
64. C -1.1873
65. H 0.3181
66. H 0.4294